1.
{
  "formula": "H14O7",
  "method": "wB97M-V/def2-TZVPD",
  "symbols": ["O", "H", "H", "O", "H", "H", "O", "H", "H", "O", "H", "H", "O", "H", "H", "O", "H", "H", "O", "H", "H"],
  "positions_angstrom": [[-2.834, -2.788, 1.020], [-2.987, -1.872, 0.788], [-2.941, -3.265, 0.197], [1.174, 1.230, -1.850], [0.369, 0.882, -2.234], [1.852, 1.036, -2.496], [3.748, 0.910, 0.647], [2.966, 0.362, 0.576], [3.791, 1.147, 1.574], [-1.180, 0.785, -2.938], [-2.136, 0.825, -2.953], [-0.902, 1.416, -3.602], [-0.366, 2.488, 1.545], [-0.769, 1.630, 1.413], [-0.137, 2.505, 2.474], [-0.168, -0.339, 0.152], [0.621, 0.015, -0.258], [-0.840, -0.277, -0.527], [-0.030, -2.190, 2.431], [-0.043, -1.864, 1.531], [0.813, -2.637, 2.511]],
  "nbo_charge": [-0.98, 0.45, 0.45, -1.02, 0.49, 0.45, -0.94, 0.47, 0.46, -1.45, 0.33, 0.40, -0.95, 0.48, 0.45, -1.04, 0.49, 0.47, -0.96, 0.50, 0.45],
  "charge": -1,
  "multiplicity": 2,
  "orbital_gap_ev": [2.731, 10.831],
  "max_force_ha_per_bohr": 0.024
}

2.
{
  "formula": "H14O7",
  "method": "wB97M-V/def2-TZVPD",
  "symbols": ["O", "H", "H", "O", "H", "H", "O", "H", "H", "O", "H", "H", "O", "H", "H", "O", "H", "H", "O", "H", "H"],
  "positions_angstrom": [[7.844, -5.351, 23.753], [7.637, -6.285, 23.735], [7.530, -5.052, 24.607], [5.648, -12.878, 23.313], [5.209, -12.622, 22.502], [4.998, -13.397, 23.785], [9.846, -13.814, 23.188], [9.053, -13.302, 23.027], [9.534, -14.713, 23.295], [8.390, -9.411, 19.987], [7.614, -8.885, 20.178], [8.073, -10.108, 19.412], [3.553, -5.144, 29.670], [2.727, -4.762, 29.967], [3.292, -5.899, 29.142], [2.082, -7.671, 27.017], [1.314, -7.293, 26.590], [1.887, -8.606, 27.080], [5.782, -9.000, 24.569], [5.120, -8.891, 25.251], [5.865, -9.947, 24.463]],
  "nbo_charge": [-0.94, 0.47, 0.47, -0.94, 0.47, 0.47, -0.94, 0.47, 0.46, -0.93, 0.47, 0.46, -0.94, 0.46, 0.47, -0.94, 0.47, 0.47, -0.94, 0.47, 0.47],
  "orbital_gap_ev": 11.210,
  "max_force_ha_per_bohr": 0.007
}

3.
{
  "formula": "H14O7",
  "method": "wB97M-V/def2-TZVPD",
  "symbols": ["O", "H", "H", "O", "H", "H", "O", "H", "H", "O", "H", "H", "O", "H", "H", "O", "H", "H", "O", "H", "H"],
  "positions_angstrom": [[-1.567, 1.708, -0.325], [-2.234, 2.393, -0.381], [-2.085, 0.926, -0.493], [0.263, 0.475, 1.635], [-0.111, 1.144, 1.081], [-0.221, -0.341, 1.396], [2.770, 0.044, 0.449], [1.947, 0.021, 0.980], [3.556, -0.064, 0.998], [0.924, 1.424, -1.046], [1.591, 1.603, -0.372], [0.078, 1.712, -0.744], [1.414, -1.187, -1.471], [1.081, -0.259, -1.499], [2.199, -1.159, -0.965], [-0.568, -1.706, 0.215], [0.249, -1.652, -0.368], [-0.380, -2.342, 0.896], [-3.106, -0.640, -0.284], [-2.427, -1.311, -0.341], [-3.375, -0.790, 0.639]],
  "nbo_charge": [-0.99, 0.49, 0.51, -0.99, 0.49, 0.49, -1.01, 0.51, 0.48, -0.98, 0.49, 0.49, -0.98, 0.51, 0.49, -1.02, 0.52, 0.47, -0.96, 0.50, 0.47],
  "orbital_gap_ev": 11.314,
  "max_force_ha_per_bohr": 0.047
}

4.
{
  "formula": "H14O7",
  "method": "wB97M-V/def2-TZVPD",
  "symbols": ["O", "H", "H", "O", "H", "H", "O", "H", "H", "O", "H", "H", "O", "H", "H", "O", "H", "H", "O", "H", "H"],
  "positions_angstrom": [[-0.777, 0.104, -0.986], [-0.170, -0.162, -0.365], [-0.394, 0.143, -1.864], [3.074, -1.946, 0.165], [2.811, -2.840, 0.235], [3.966, -1.982, 0.550], [-2.123, 1.871, -0.280], [-1.985, 1.699, -1.227], [-1.679, 2.749, 0.000], [3.816, 3.053, 0.392], [3.123, 3.789, 0.423], [3.180, 2.354, 0.194], [0.635, -2.237, -0.840], [0.741, -1.699, -0.055], [1.061, -3.023, -0.565], [-3.771, 0.192, 0.146], [-4.464, 0.387, -0.516], [-2.962, 0.331, -0.258], [-1.737, -0.990, 1.831], [-1.119, -0.294, 1.849], [-1.227, -1.501, 1.172]],
  "nbo_charge": [-0.94, 0.46, 0.48, -0.93, 0.45, 0.48, -0.95, 0.48, 0.48, -0.92, 0.46, 0.46, -0.90, 0.45, 0.45, -0.93, 0.45, 0.47, -0.89, 0.45, 0.45],
  "orbital_gap_ev": 9.515,
  "max_force_ha_per_bohr": 0.086
}

5.
{
  "formula": "H14O7",
  "method": "wB97M-V/def2-TZVPD",
  "symbols": ["O", "H", "H", "O", "H", "H", "O", "H", "H", "O", "H", "H", "O", "H", "H", "O", "H", "H", "O", "H", "H"],
  "positions_angstrom": [[-1.355, -0.066, 1.922], [-1.053, 0.066, 1.016], [-1.056, -0.955, 2.142], [0.787, 0.105, 3.512], [1.118, 0.519, 2.706], [1.074, -0.812, 3.439], [0.328, 2.398, -1.506], [0.157, 3.343, -1.422], [0.235, 2.226, -2.450], [0.160, -3.278, -2.808], [-0.705, -3.507, -3.167], [-0.040, -2.863, -1.961], [-4.056, -0.356, 2.374], [-4.250, -1.275, 2.155], [-3.755, 0.025, 1.541], [2.766, 2.804, -0.758], [2.139, 2.165, -1.116], [3.391, 2.266, -0.260], [1.108, -1.013, -2.070], [1.596, -1.640, -1.523], [1.411, -0.151, -1.763]],
  "nbo_charge": [-0.92, 0.46, 0.46, -0.92, 0.47, 0.46, -0.95, 0.49, 0.48, -0.93, 0.47, 0.47, -0.93, 0.46, 0.47, -0.95, 0.48, 0.46, -0.93, 0.47, 0.46],
  "orbital_gap_ev": 10.317,
  "max_force_ha_per_bohr": 0.016
}

6.
{
  "formula": "H14O7",
  "method": "wB97M-V/def2-TZVPD",
  "symbols": ["O", "H", "H", "O", "H", "H", "O", "H", "H", "O", "H", "H", "O", "H", "H", "O", "H", "H", "O", "H", "H"],
  "positions_angstrom": [[1.006, 1.500, -1.232], [0.994, 2.027, -2.072], [0.847, 0.584, -1.550], [-1.211, 1.728, 0.472], [-0.536, 1.897, -0.215], [-0.728, 1.312, 1.199], [2.530, -0.031, 0.526], [2.273, -0.790, -0.091], [2.253, 0.725, -0.031], [0.283, 0.012, 2.045], [0.577, -0.092, 2.978], [1.133, -0.029, 1.489], [-0.835, -1.734, 0.388], [-1.650, -1.300, 0.036], [-0.522, -1.198, 1.153], [-2.711, -0.183, -0.655], [-3.695, -0.243, -0.402], [-2.303, 0.586, -0.106], [1.000, -1.307, -1.274], [1.100, -1.980, -1.944], [0.193, -1.487, -0.714]],
  "nbo_charge": [-1.00, 0.49, 0.52, -0.99, 0.50, 0.50, -0.99, 0.51, 0.50, -1.02, 0.49, 0.52, -1.00, 0.51, 0.50, -1.01, 0.48, 0.52, -1.04, 0.49, 0.51],
  "orbital_gap_ev": 11.555,
  "max_force_ha_per_bohr": 0.049
}

Let's list relative energy (zero: lowest compared OMol25 entry of this formula, charge and spin) in order: 0.742 2.162 0.664 4.217 2.752 0.293 eV.